Record 1
Formula: C33H58N2O17
Source: the Open Molecules 2025 dataset
Level of theory: ωB97M-V/def2-TZVPD

E_HOMO = -0.3073 Ha
net charge = 0
structure (SMILES) = CC1(C)CCCC(C)(C)N1O.CC1(C)CCCC(C)(C)N1O.O=C1OCCO1.O=C1OCCO1.O=C1OCCO1.O=C1OCCO1.O=C1OCCO1

Each line ends with the Mulliken charge.
Atoms and positions in Å:
C  -0.911  6.829  -0.962  -2.040
C  -0.645  5.341  -0.877  1.843
C  -0.952  4.702  -2.245  -1.680
C  0.831  5.106  -0.577  -1.719
C  1.147  3.709  -0.016  0.028
C  0.265  3.420  1.146  -0.211
C  -1.230  3.487  0.834  2.021
C  -1.668  2.304  -0.033  -0.362
C  -1.981  3.450  2.162  -2.073
N  -1.463  4.774  0.186  0.355
O  -2.854  4.992  -0.027  -0.474
H  -0.380  7.234  -1.827  0.374
H  -1.950  7.008  -1.260  0.475
H  -0.710  7.349  -0.029  0.424
H  -0.863  3.619  -2.250  0.078
H  -1.933  4.999  -2.638  0.412
H  -0.300  5.139  -3.010  0.440
H  1.463  5.274  -1.449  0.532
H  1.158  5.830  0.184  0.357
H  0.992  3.007  -0.849  -0.319
H  2.224  3.622  0.134  0.699
H  0.404  4.094  1.999  0.793
H  0.458  2.427  1.574  -1.189
H  -0.948  1.908  -0.747  -0.375
H  -2.653  2.501  -0.463  0.658
H  -1.843  1.429  0.617  -0.510
H  -1.957  4.427  2.646  0.544
H  -1.539  2.678  2.799  0.218
H  -3.030  3.166  2.048  0.344
H  -3.032  5.748  0.542  0.355
C  0.389  -3.080  5.526  -1.907
C  0.272  -2.711  4.027  1.550
C  0.895  -3.864  3.224  -1.915
C  -1.178  -2.606  3.614  -0.928
C  -1.884  -1.373  4.162  -0.992
C  -1.033  -0.106  3.999  0.194
C  0.491  -0.193  4.200  1.489
C  1.094  0.950  3.402  -1.463
C  0.800  -0.033  5.689  -1.774
N  0.940  -1.482  3.642  1.177
O  2.369  -1.547  3.717  -0.601
H  1.362  -2.772  5.901  0.330
H  -0.445  -2.709  6.123  0.350
H  0.324  -4.165  5.641  0.475
H  0.662  -3.798  2.156  0.187
H  1.980  -3.798  3.286  0.433
H  0.526  -4.831  3.557  0.560
H  -1.279  -2.564  2.523  -0.150
H  -1.672  -3.540  3.897  0.362
H  -2.801  -1.210  3.586  0.642
H  -2.203  -1.525  5.196  0.368
H  -1.438  0.696  4.621  0.568
H  -1.216  0.237  2.969  -0.941
H  2.188  0.890  3.420  0.441
H  0.825  1.922  3.812  0.524
H  0.860  0.862  2.340  -0.379
H  1.868  -0.212  5.882  0.383
H  0.269  -0.659  6.394  0.348
H  0.738  1.031  5.950  0.439
H  2.629  -1.465  2.789  0.386
O  -2.249  -2.564  -2.371  -0.508
C  -2.930  -2.140  -1.503  0.296
O  -2.704  -0.968  -0.878  0.259
C  -3.768  -0.688  0.039  0.020
C  -4.585  -1.987  0.049  -0.425
O  -4.012  -2.755  -1.006  -0.407
H  -3.362  -0.416  1.008  -0.037
H  -4.341  0.123  -0.407  0.281
H  -5.644  -1.813  -0.138  0.288
H  -4.539  -2.549  0.980  0.280
O  5.970  -2.360  -6.939  -0.525
C  5.408  -2.204  -5.910  0.557
O  5.006  -1.032  -5.384  -0.384
C  4.422  -1.265  -4.102  -0.001
C  4.092  -2.768  -4.136  0.128
O  5.052  -3.237  -5.089  -0.389
H  5.186  -1.076  -3.349  0.222
H  3.554  -0.652  -3.883  0.162
H  3.057  -3.014  -4.357  -0.027
H  4.397  -3.201  -3.186  0.196
O  -0.050  1.198  -2.916  -0.388
C  -0.963  1.233  -3.681  0.518
O  -1.106  2.202  -4.613  -0.370
C  -2.353  2.038  -5.309  -0.396
C  -2.881  0.696  -4.782  -0.409
O  -2.050  0.408  -3.655  -0.073
H  -3.005  2.858  -5.013  0.248
H  -2.155  2.074  -6.375  0.289
H  -2.822  -0.079  -5.547  0.291
H  -3.912  0.811  -4.456  0.311
O  2.851  -4.926  -0.096  -0.492
C  2.183  -5.061  -1.060  0.450
O  2.092  -4.139  -2.055  0.027
C  1.246  -4.623  -3.101  -0.395
C  0.409  -5.674  -2.351  -0.293
O  1.292  -6.055  -1.282  -0.384
H  0.627  -3.791  -3.422  0.339
H  1.782  -5.085  -3.930  0.329
H  0.298  -6.559  -2.977  0.320
H  -0.554  -5.330  -1.994  0.159
O  4.552  -1.202  -0.560  -0.572
C  3.377  -1.209  -0.479  0.547
O  2.553  -0.857  -1.497  -0.247
C  1.190  -0.811  -1.035  0.764
C  1.291  -1.438  0.386  1.550
O  2.677  -1.648  0.588  -0.367
H  0.859  0.213  -0.929  -0.568
H  0.593  -1.442  -1.678  0.094
H  0.701  -2.358  0.393  -0.101
H  0.834  -0.795  1.131  -1.321

***

Record 2
Formula: C33H59N4O7S2
Source: the Open Molecules 2025 dataset
Level of theory: ωB97M-V/def2-TZVPD

E_HOMO = -0.3872 Ha
net charge = +1

Each line ends with the Mulliken charge.
Atoms and positions in Å:
C  1.953  -2.837  1.870  -0.604
C  1.036  -4.043  1.723  -0.624
N  -0.333  -3.714  2.157  -0.005
C  -1.186  -4.922  2.316  0.308
C  -0.678  -5.868  3.409  -1.407
C  -0.977  -2.804  1.282  -0.076
S  -1.706  -1.462  1.841  -0.099
S  -0.955  -3.273  -0.429  -0.208
C  -1.282  -1.728  -1.296  -0.455
C  -0.193  -1.498  -2.342  -1.350
C  -0.385  -0.188  -3.113  -0.525
C  0.251  0.998  -2.457  0.943
C  0.630  0.986  -1.117  -1.135
C  1.210  2.092  -0.555  1.375
C  1.667  2.093  0.864  -1.376
C  3.191  1.854  0.979  -1.089
C  3.523  0.355  0.752  0.801
C  4.787  0.100  -0.086  -1.196
N  4.481  -0.678  -1.303  -0.127
C  5.616  -1.152  -1.986  0.636
C  5.640  -0.955  -3.483  -0.919
O  6.516  -1.713  -1.405  -0.609
C  1.365  3.229  -1.386  0.277
C  1.951  4.508  -0.875  -1.160
C  0.907  5.253  -0.031  0.067
C  1.334  5.942  1.232  -0.695
O  1.032  6.646  0.047  -0.491
N  0.972  3.236  -2.634  -0.927
N  0.438  2.126  -3.139  1.011
C  0.122  2.246  -4.569  -1.350
C  1.264  1.651  -5.399  -0.403
C  2.505  2.570  -5.432  -0.636
C  3.762  1.859  -4.937  -0.804
O  3.863  1.951  -3.506  -0.214
H  2.985  -3.122  1.666  0.495
H  1.653  -2.011  1.224  -0.295
H  1.921  -2.504  2.908  0.326
H  1.058  -4.410  0.691  0.338
H  1.422  -4.847  2.345  0.502
H  -2.173  -4.567  2.609  -0.174
H  -1.307  -5.441  1.359  0.365
H  -0.452  -6.848  2.988  0.334
H  0.246  -5.511  3.859  0.444
H  -1.431  -6.022  4.177  0.341
H  -1.357  -0.932  -0.557  0.125
H  -2.248  -1.829  -1.794  0.439
H  0.795  -1.554  -1.879  0.271
H  -0.217  -2.325  -3.053  0.619
H  -1.462  0.007  -3.189  0.364
H  -0.037  -0.323  -4.134  0.480
H  0.478  0.105  -0.511  0.091
H  1.333  2.971  1.417  0.450
H  1.188  1.244  1.358  0.541
H  3.472  2.139  1.991  0.406
H  3.752  2.432  0.243  0.452
H  2.671  -0.103  0.250  -0.699
H  3.672  -0.093  1.733  0.592
H  5.515  -0.457  0.497  0.433
H  5.274  1.041  -0.366  0.368
H  3.988  -0.063  -1.947  0.107
H  4.648  -0.995  -3.932  0.239
H  6.113  -0.003  -3.724  0.155
H  6.250  -1.749  -3.908  0.405
H  2.187  5.159  -1.715  0.421
H  2.817  4.311  -0.249  0.410
H  -0.097  4.836  -0.040  0.611
H  2.377  5.749  1.445  0.322
H  0.551  5.827  1.970  0.273
H  -0.862  1.846  -4.801  0.487
H  0.075  3.312  -4.781  0.475
H  0.892  1.432  -6.400  0.526
H  1.567  0.689  -4.981  0.343
H  2.341  3.452  -4.816  0.305
H  2.688  2.863  -6.466  0.444
H  3.741  0.799  -5.199  0.246
H  4.643  2.291  -5.412  0.456
H  4.617  2.503  -3.286  0.192
O  -0.552  2.162  3.626  -0.534
C  -1.557  2.812  3.732  0.843
O  -2.446  2.779  2.717  -0.342
C  -3.752  3.367  2.811  -0.455
C  -3.743  4.842  2.470  -0.991
C  -1.807  3.710  4.920  -1.103
H  -4.187  3.174  3.792  0.404
H  -4.351  2.817  2.088  0.352
H  -3.139  5.415  3.174  0.266
H  -4.757  5.240  2.487  0.386
H  -3.326  4.995  1.474  0.258
H  -1.320  4.668  4.739  0.248
H  -1.349  3.247  5.790  0.319
H  -2.856  3.883  5.140  0.364
O  -4.272  -6.494  2.291  -0.543
C  -5.178  -5.706  2.290  0.775
O  -6.192  -5.894  1.423  -0.366
C  -7.398  -5.124  1.457  -0.420
C  -7.269  -3.826  0.688  -0.889
C  -5.167  -4.478  3.173  -0.936
H  -7.721  -4.961  2.486  0.372
H  -8.144  -5.763  0.990  0.307
H  -6.517  -3.170  1.128  0.228
H  -8.222  -3.297  0.678  0.352
H  -6.971  -4.030  -0.341  0.291
H  -4.607  -3.691  2.666  0.177
H  -4.653  -4.734  4.095  0.330
H  -6.153  -4.099  3.429  0.353

***

Record 3
Formula: C33H60AsCl2FInN2O2Sb2Se3Si3Te
Source: the Open Molecules 2025 dataset
Level of theory: ωB97M-V/def2-TZVPD

E_HOMO = -0.1257 Ha
net charge = -1

Each line ends with the Mulliken charge.
Atoms and positions in Å:
In  13.293  14.188  11.496  1.186
Se  12.111  14.759  14.261  -0.308
Se  13.593  16.456  15.020  -0.294
Te  15.844  15.414  14.816  -0.198
Se  16.035  14.862  12.314  -0.502
C  14.326  11.769  14.592  -0.957
Sb  13.814  11.024  12.717  1.307
C  13.717  8.908  12.801  -1.081
C  15.843  11.125  11.974  -1.620
C  16.343  10.259  10.842  1.022
C  16.558  8.902  11.050  -0.401
C  17.129  8.060  10.103  -1.219
C  17.536  8.572  8.880  -0.732
C  17.260  9.898  8.619  -0.673
C  16.754  10.753  9.596  1.506
C  16.782  12.211  9.324  -2.161
Sb  15.000  13.029  8.452  0.171
C  16.048  14.823  7.986  -1.386
C  15.407  11.982  6.630  -1.396
H  14.782  10.988  15.177  0.595
H  13.458  12.128  15.118  0.270
H  14.981  12.647  14.473  0.023
H  14.717  8.502  12.720  0.479
H  13.138  8.618  11.937  -0.275
H  13.192  8.526  13.681  0.582
H  16.256  10.750  12.907  0.730
H  16.079  12.191  11.901  0.133
H  16.360  8.476  12.014  0.540
H  17.359  7.053  10.392  0.468
H  18.036  7.960  8.146  0.438
H  17.601  10.312  7.663  0.251
H  17.527  12.416  8.563  0.714
H  16.988  12.848  10.178  0.787
H  16.902  14.582  7.344  0.528
H  16.393  15.256  8.919  0.331
H  15.378  15.539  7.530  0.431
H  16.493  11.970  6.524  0.525
H  14.954  12.427  5.741  0.448
H  15.075  10.960  6.715  0.177
C  8.681  14.802  11.719  -0.883
Si  8.376  13.336  10.580  0.281
C  6.740  13.534  9.616  -1.018
C  8.324  11.799  11.703  -0.649
As  10.310  13.076  9.270  0.435
Si  9.858  11.246  7.865  -0.182
C  9.946  9.632  8.872  -0.382
C  8.154  11.271  7.019  -1.130
C  11.222  11.310  6.557  -0.506
Si  10.217  14.887  7.747  0.345
C  8.765  15.065  6.490  -1.163
C  10.234  16.477  8.807  -0.898
C  11.721  14.681  6.647  -0.796
H  7.903  14.807  12.500  0.405
H  8.622  15.785  11.250  0.313
H  9.608  14.781  12.273  0.069
H  5.951  13.745  10.345  0.401
H  6.467  12.630  9.089  0.278
H  6.767  14.362  8.893  0.182
H  7.382  11.779  12.231  0.664
H  9.080  11.938  12.482  -0.101
H  8.485  10.829  11.229  0.077
H  9.062  9.538  9.499  0.444
H  10.855  9.600  9.480  -0.594
H  9.958  8.813  8.132  0.497
H  7.383  10.907  7.718  0.295
H  8.166  10.554  6.196  0.370
H  7.819  12.237  6.659  0.299
H  12.186  11.601  6.991  -0.250
H  10.969  12.010  5.756  0.380
H  11.236  10.305  6.136  0.447
H  7.783  15.205  6.902  0.346
H  8.751  14.225  5.801  0.250
H  9.019  15.956  5.910  0.357
H  9.254  16.936  8.920  0.491
H  10.881  17.197  8.282  0.394
H  10.668  16.329  9.786  -0.078
H  11.448  13.998  5.832  0.421
H  12.617  14.298  7.132  -0.349
H  11.970  15.652  6.208  0.540
Cl  12.950  17.438  11.684  -0.069
C  14.130  17.387  10.388  0.489
Cl  14.672  18.997  9.939  -0.185
C  13.527  16.578  9.207  -0.102
O  13.453  17.097  8.110  -0.728
O  13.188  15.395  9.507  0.256
H  15.003  16.859  10.793  -0.281
C  13.909  7.007  9.121  -1.084
N  13.455  8.233  8.445  0.585
C  13.346  8.224  6.985  -0.787
C  13.398  9.327  9.177  -0.873
N  13.373  10.222  9.906  0.295
H  13.178  6.226  8.964  0.359
H  14.014  7.162  10.194  0.229
H  14.876  6.742  8.737  0.385
H  12.709  7.394  6.685  0.316
H  14.332  8.132  6.520  0.306
H  12.876  9.135  6.630  0.052
F  9.078  7.629  15.723  -0.366
C  9.754  8.485  14.926  0.233
C  9.958  8.139  13.586  -0.771
C  10.624  9.044  12.793  -0.006
C  11.042  10.276  13.292  0.306
C  11.697  11.257  12.412  0.105
C  10.887  10.548  14.647  -0.474
C  10.232  9.659  15.474  -0.680
H  9.585  7.182  13.211  0.438
H  10.806  8.826  11.755  0.287
H  11.533  11.124  11.350  -0.579
H  11.479  12.307  12.667  -0.015
H  11.158  11.517  15.036  0.470
H  10.122  9.861  16.539  0.450

***

| no. | frontier orbital gap (eV) | LUMO level (Eh) | largest force on an atom (eV/Å) |
| --- | --- | --- | --- |
| 1 | 8.41 | 0.00171 | 1.83 |
| 2 | 6.81 | -0.13688 | 2.47 |
| 3 | 5.15 | 0.06372 | 1.13 |